# C4H3ClSi

C4H3ClSi in the gas phase (the ωB97M-V functional and the def2-TZVPD basis, the Open Molecules 2025 dataset).

The geometry in XYZ format:
```
9
Properties=species:S:1:pos:R:3:forces:R:3
C 0.913660 2.563912 -0.329786 0.914 1.832 -1.775
C 0.381360 1.532140 -0.083570 -1.305 -2.501 0.793
Si -0.553788 0.056278 0.561895 2.180 1.047 0.636
Cl -2.428458 0.219794 -0.151562 -0.605 -0.043 0.152
C 0.116955 -1.549377 -0.095791 -0.506 -0.404 0.410
C 0.218933 -2.723658 -0.393967 0.252 -2.037 -0.199
H 1.296537 3.352560 -0.954965 0.079 0.035 0.755
H -0.264094 0.420022 2.065833 -0.817 -1.100 -1.255
H 0.318897 -3.871668 -0.618085 -0.192 3.171 0.483
```
Positions in Å, forces in eV/Å.

Values from the calculation:
**SMILES**: C#C[SiH](Cl)C#C
**Energy**: -24593.9963 eV
**Relative energy (zero: lowest compared OMol25 entry of this formula, charge and spin)**: 74.8 kJ/mol
**Gap between HOMO and LUMO**: 11.277 eV
**HOMO**: -10.6 eV